The following is a DFT calculation (the ωB97M-V functional and the def2-TZVPD basis) of an isolated molecule of C23H30N2O3.

XYZ file:
```
58
Properties=species:S:1:pos:R:3:lowdin_charge:R:1
C 1.23150 1.03369 1.66192 -0.01
C 1.13605 1.30845 0.19297 -0.21
C 0.54186 2.49124 -0.23424 -0.05
C 0.45407 2.81573 -1.57454 -0.09
C 0.95298 1.94153 -2.52456 -0.10
C 1.53993 0.75821 -2.11549 -0.06
C 1.64454 0.43170 -0.76789 -0.15
C 2.39918 -0.83138 -0.38954 -0.24
O 1.70044 -1.72174 0.46027 -0.12
C 0.73123 -2.54325 -0.13243 -0.13
C -0.71296 -1.97686 -0.08359 -0.31
O -1.56078 -2.88632 0.58876 -0.04
C -1.23795 -1.65537 -1.50359 -0.13
N -2.45246 -0.89718 -1.66271 -0.16
C -2.36926 0.54469 -1.59768 -0.16
C -2.53966 1.12939 -0.19395 -0.13
C -3.84694 0.64515 0.42944 -0.25
C -3.94824 1.11421 1.87476 -0.53
N -5.20594 1.07685 2.37948 0.17
O -3.00440 1.48417 2.53498 0.06
C -3.89330 -0.88791 0.38983 -0.12
C -3.66325 -1.38670 -1.04454 -0.17
C 3.70524 -0.43219 0.27346 -0.16
C 4.07368 -0.92972 1.51405 -0.03
C 5.27044 -0.54449 2.09330 -0.08
C 6.10977 0.33950 1.43886 -0.09
C 5.74753 0.83663 0.19787 -0.08
C 4.55247 0.45354 -0.38195 -0.03
H 2.15423 1.46305 2.05477 0.10
H 0.39306 1.48747 2.18696 0.09
H 1.24727 -0.03215 1.86416 0.07
H 0.14692 3.16989 0.50765 0.12
H -0.00441 3.74501 -1.87901 0.11
H 0.88723 2.17764 -3.57654 0.10
H 1.93590 0.07760 -2.85854 0.12
H 2.64779 -1.36808 -1.32408 0.16
H 1.01474 -2.79441 -1.16541 0.13
H 0.74146 -3.46418 0.46364 0.14
H -0.70760 -1.07948 0.53903 0.14
H -1.64576 -3.68384 0.05359 0.10
H -1.38953 -2.61866 -2.01493 0.13
H -0.45547 -1.11086 -2.03754 0.11
H -3.17149 0.93590 -2.23798 0.12
H -1.41578 0.86355 -2.01966 0.10
H -1.71250 0.83101 0.44853 0.10
H -2.53479 2.21890 -0.25132 0.12
H -4.69578 1.04585 -0.13791 0.15
H -5.98361 0.72559 1.85123 0.10
H -5.34777 1.31013 3.34823 0.11
H -3.12277 -1.29233 1.04481 0.11
H -4.86149 -1.25220 0.74134 0.11
H -4.49948 -1.04712 -1.67099 0.12
H -3.65226 -2.47782 -1.05786 0.12
H 3.41692 -1.61874 2.02013 0.12
H 5.54695 -0.93700 3.06108 0.10
H 7.04288 0.64066 1.89201 0.10
H 6.39816 1.52605 -0.32024 0.10
H 4.27120 0.84698 -1.34843 0.12
```

Calculated values
SMILES = Cc1ccccc1[C@H](OC[C@H](O)CN1CCC(C(N)=O)CC1)c1ccccc1
energy relative to the best compared isomer or geometry (same formula, charge and spin) = 30.9 kcal/mol
Kohn-Sham gap = 8.69 eV
molar mass = 382.50 g mol⁻¹
multiplicity = 1
highest occupied orbital energy = -7.93 eV



The following is a DFT calculation (the ωB97M-V functional and the def2-TZVPD basis) of an isolated molecule of C23H30N2O3.

XYZ file:
```
58
Properties=species:S:1:pos:R:3:lowdin_charge:R:1
C -7.58114 -1.08214 -1.28584 -0.10
C -7.04702 -2.14536 -0.33427 -0.23
C -5.52376 -2.30015 -0.44108 -0.36
C -5.02995 -3.44214 0.45073 -0.06
C -4.81778 -1.01341 -0.09399 -0.23
C -4.93304 -0.44291 1.16999 -0.03
C -4.28266 0.73174 1.48168 0.01
C -3.49245 1.37211 0.52981 -0.27
O -2.87081 2.52602 0.94826 -0.06
C -2.15564 3.27664 -0.00294 -0.10
C -0.85462 2.61458 -0.48402 -0.47
O -0.35093 2.91318 -1.54388 0.08
N -0.37507 1.72256 0.41340 0.15
C 0.74354 0.88802 0.32416 -0.21
C 1.63571 0.93504 -0.74306 0.01
C 2.71592 0.07530 -0.76992 -0.02
C 2.93821 -0.83540 0.25630 -0.23
C 4.11950 -1.76412 0.19202 -0.16
N 5.32226 -1.05147 -0.20153 -0.18
C 5.75068 -0.10536 0.81419 -0.16
C 6.94968 0.68076 0.28678 -0.19
O 8.01584 -0.17506 -0.05262 -0.13
C 7.60382 -1.11333 -1.01777 -0.20
C 6.42045 -1.94454 -0.52127 -0.17
C 2.04813 -0.87029 1.32061 -0.04
C 0.95819 -0.02197 1.35539 -0.02
C -3.36466 0.81501 -0.73409 0.00
C -4.02749 -0.36477 -1.03043 -0.02
H -7.14236 -0.11298 -1.05888 0.07
H -7.33796 -1.33461 -2.31580 0.08
H -8.66215 -1.00126 -1.19870 0.07
H -7.31660 -1.88302 0.69031 0.11
H -7.51391 -3.10586 -0.56436 0.11
H -5.28248 -2.55092 -1.48013 0.14
H -5.28321 -3.25808 1.49178 0.07
H -3.94948 -3.54156 0.37278 0.08
H -5.48683 -4.38185 0.14823 0.08
H -5.54023 -0.91867 1.92516 0.11
H -4.37286 1.17688 2.46050 0.12
H -1.89199 4.21145 0.50282 0.14
H -2.76934 3.52146 -0.87777 0.14
H -0.93429 1.60083 1.25028 0.14
H 1.47309 1.63877 -1.54198 0.10
H 3.41281 0.10988 -1.59263 0.12
H 4.24588 -2.28033 1.16137 0.13
H 3.92820 -2.52811 -0.57001 0.13
H 4.92731 0.57822 1.02984 0.13
H 6.03802 -0.62293 1.74811 0.13
H 7.33314 1.36109 1.04894 0.13
H 6.63806 1.25730 -0.59706 0.13
H 8.46783 -1.74998 -1.21600 0.12
H 7.31103 -0.59279 -1.94212 0.13
H 6.10306 -2.63242 -1.30836 0.12
H 6.73581 -2.53391 0.35920 0.13
H 2.20366 -1.56934 2.12996 0.11
H 0.26765 -0.06251 2.18654 0.11
H -2.75266 1.27812 -1.49236 0.11
H -3.91860 -0.78539 -2.01974 0.12
```

Calculated values
SMILES = CC[C@H](C)c1ccc(OCC(=O)Nc2ccc(CN3CCOCC3)cc2)cc1
energy relative to the best compared isomer or geometry (same formula, charge and spin) = 33.4 kcal/mol
Kohn-Sham gap = 9.10 eV
molar mass = 382.50 g mol⁻¹
multiplicity = 1
highest occupied orbital energy = -8.41 eV



The following is a DFT calculation (the ωB97M-V functional and the def2-TZVPD basis) of an isolated molecule of C23H30N2O3.

XYZ file:
```
58
Properties=species:S:1:pos:R:3:lowdin_charge:R:1
C 1.59054 2.38377 1.51131 -0.09
O 2.62620 1.44142 1.68607 -0.19
C 3.87240 1.83594 1.17599 -0.21
C 3.92134 1.89562 -0.36248 -0.15
N 3.34792 0.70400 -0.93928 0.08
C 2.14354 0.72554 -1.55522 -0.45
O 1.59011 1.76953 -1.84608 0.04
C 1.53922 -0.62940 -1.91612 -0.21
C 0.01978 -0.52459 -1.74943 -0.12
C -0.65977 -1.84478 -2.11870 -0.16
N -0.15740 -2.99515 -1.39947 -0.17
C -0.76841 -3.30050 -0.11913 -0.14
C -0.54873 -2.32226 1.01436 -0.20
C 0.54144 -2.45054 1.86300 -0.07
C 0.75019 -1.52561 2.87329 -0.07
C -0.12763 -0.47814 3.05232 -0.02
C -1.23672 -0.34491 2.21603 -0.26
O -2.05366 0.71529 2.48162 -0.05
C -3.24637 0.85962 1.73878 -0.15
C -3.03244 1.23364 0.29115 -0.22
C -1.98280 2.07022 -0.06298 -0.03
C -1.78044 2.42080 -1.38558 -0.08
C -2.63688 1.94594 -2.36466 -0.09
C -3.69085 1.11761 -2.01788 -0.08
C -3.88570 0.75837 -0.69600 -0.05
C -1.44086 -1.27264 1.20307 0.02
C 1.27907 -3.08823 -1.49064 -0.17
C 2.05043 -1.81455 -1.09835 -0.14
H 1.32130 2.50554 0.45793 0.07
H 1.87486 3.35829 1.92685 0.10
H 0.73759 1.98804 2.05862 0.07
H 4.17153 2.81505 1.58081 0.12
H 4.57331 1.07660 1.53626 0.12
H 4.96195 2.00816 -0.68240 0.12
H 3.33894 2.73834 -0.74093 0.12
H 3.70796 -0.17084 -0.59534 0.12
H 1.76333 -0.80163 -2.97781 0.16
H -0.20133 -0.26611 -0.71283 0.11
H -0.36239 0.27686 -2.38094 0.10
H -0.49472 -2.03965 -3.18647 0.12
H -1.73613 -1.76696 -1.95412 0.12
H -1.84328 -3.39641 -0.30470 0.12
H -0.39068 -4.28374 0.18025 0.12
H 1.22527 -3.27826 1.73840 0.11
H 1.60262 -1.62385 3.52848 0.11
H 0.01748 0.24380 3.84021 0.12
H -3.78036 1.67053 2.24854 0.14
H -3.85733 -0.05087 1.81370 0.13
H -1.31967 2.43895 0.70518 0.11
H -0.94452 3.04837 -1.65266 0.11
H -2.48097 2.21774 -3.39810 0.10
H -4.36038 0.74398 -2.77909 0.10
H -4.70605 0.10596 -0.42794 0.11
H -2.28864 -1.18739 0.54102 0.11
H 1.51635 -3.32161 -2.53728 0.12
H 1.61458 -3.92687 -0.87636 0.12
H 1.90748 -1.60973 -0.03558 0.10
H 3.11010 -2.00380 -1.29093 0.11
```

Calculated values
SMILES = COCCNC(=O)C1CCN(Cc2cccc(OCc3ccccc3)c2)CC1
energy relative to the best compared isomer or geometry (same formula, charge and spin) = 38.5 kcal/mol
Kohn-Sham gap = 8.85 eV
molar mass = 382.50 g mol⁻¹
multiplicity = 1
highest occupied orbital energy = -8.03 eV



The following is a DFT calculation (the ωB97M-V functional and the def2-TZVPD basis) of a cluster of 2 separate species, C23H30N2O5 in total in a non-equilibrium geometry.

XYZ file:
```
60
Properties=species:S:1:pos:R:3:lowdin_charge:R:1
C -0.92193 0.38568 -0.30127 -0.10
C -1.70611 -0.70394 0.42657 -0.22
C -1.20421 -1.06605 1.84708 -0.32
C 0.32007 -1.30401 1.86035 -0.05
C -1.94794 -2.32590 2.37962 -0.18
N -3.38464 -2.34492 2.02599 0.10
C -4.40446 -1.66997 2.56373 -0.55
C -4.19075 -0.66290 3.67749 0.03
O -5.53356 -1.86693 2.14613 0.03
C -1.72863 -2.64463 3.87126 -0.47
O -1.12680 -1.87436 4.61114 0.05
N -2.33143 -3.74872 4.33395 0.02
C -2.33987 -4.18262 5.73167 -0.05
H -1.48165 0.70553 -1.18044 0.08
H -0.76527 1.24264 0.35466 0.09
H 0.02821 -0.02915 -0.63261 0.06
H -1.69374 -1.59889 -0.19742 0.12
H -2.73604 -0.35258 0.49921 0.11
H -1.41228 -0.22082 2.50278 0.13
H 0.84641 -0.38863 1.59191 0.07
H 0.65744 -1.58856 2.85635 0.07
H 0.58618 -2.09151 1.15486 0.09
H -1.51077 -3.16928 1.84558 0.15
H -3.66242 -2.95479 1.27261 0.15
H -3.87550 -1.17189 4.58531 0.08
H -3.44533 0.06983 3.38334 0.08
H -5.13139 -0.14880 3.86863 0.09
H -2.86355 -4.29273 3.67307 0.14
H -1.65059 -3.57995 6.32747 0.09
H -2.03642 -5.22815 5.79918 0.08
H -3.34324 -4.07198 6.14592 0.08
C -0.45665 4.32209 -2.61704 -0.07
O 0.51651 3.28040 -2.47292 -0.09
C 0.37116 2.12157 -3.20655 -0.21
C -0.73474 1.85959 -4.04365 -0.02
C -0.81997 0.67189 -4.77469 -0.08
C 0.20015 -0.27405 -4.68496 -0.09
C 1.30537 -0.02925 -3.86656 -0.02
C 1.39969 1.15726 -3.12225 -0.13
C 2.58909 1.38004 -2.28348 -0.16
C 2.48099 1.52495 -0.89392 -0.01
C 3.61200 1.73078 -0.10528 -0.05
C 4.86629 1.84480 -0.70568 -0.01
C 5.00513 1.74824 -2.10267 -0.12
C 6.31864 1.94842 -2.74268 -0.47
O 6.40216 1.88579 -3.95867 0.09
O 7.38573 2.21136 -1.95350 0.11
C 3.85425 1.48970 -2.87457 0.06
H -0.52437 4.65082 -3.65886 0.09
H -0.16490 5.18214 -2.00720 0.09
H -1.44117 3.98303 -2.27992 0.09
H -1.54657 2.57005 -4.14410 0.10
H -1.67866 0.48646 -5.41397 0.10
H 0.13878 -1.19669 -5.25468 0.10
H 2.09835 -0.76867 -3.80318 0.12
H 1.51154 1.50125 -0.41638 0.09
H 3.51240 1.83144 0.97148 0.11
H 5.73428 2.03554 -0.07957 0.11
H 8.12266 2.31914 -2.57274 0.13
H 3.93206 1.41088 -3.95592 0.13
```

Calculated values
SMILES = CC[C@H](C)[C@H](NC(C)=O)C(=O)NC.COc1ccccc1-c1cccc(C(=O)O)c1
energy relative to the best compared isomer or geometry (same formula, charge and spin) = 2.7 kcal/mol
Kohn-Sham gap = 8.99 eV
molar mass = 414.50 g mol⁻¹
multiplicity = 1
highest occupied orbital energy = -8.58 eV